Density functional theory data (the ωB97M-V functional and the def2-TZVPD basis) for C54H51F15GeN7OSTeTi as an isolated structure.

Values from the calculation:
- DFT total energy: -7637.37201 a.u.
- ΔE to the lowest compared entry with this formula, charge and spin: 154.6 kJ/mol
- Expectation value of S²: 3.764
- HOMO energy (spin up / spin down): -5.47 / -7.56 eV
- Gap between HOMO and LUMO (spin up / spin down): 0.204 / 0.220 Eh

The geometry in ORCA input format:
```
! wB97M-V def2-TZVPD RIJCOSX def2/J DEFGRID3
* xyz 0 4
Ti -0.19 -0.72 -0.06
C -1.97 -2.43 -2.21
C -0.95 -1.64 -3.02
N 0.17 -1.20 -2.18
C 1.09 -0.31 -2.89
C 0.44 1.07 -3.05
N -0.25 1.40 -1.82
C -0.94 2.69 -1.95
C -1.82 2.97 -0.74
C -1.10 2.70 0.58
N -1.02 1.27 0.92
C -2.28 0.78 1.47
C -3.09 0.03 0.41
N -2.22 -0.58 -0.59
C -2.93 -1.52 -1.44
H -2.56 -3.06 -2.87
H -1.44 -3.07 -1.50
H -0.58 -2.27 -3.84
H -1.43 -0.76 -3.45
H 0.69 -2.04 -1.90
H 1.98 -0.19 -2.28
H 1.36 -0.71 -3.88
H 1.21 1.80 -3.33
H -0.29 1.05 -3.87
H 0.47 1.50 -1.09
H -0.22 3.51 -2.07
H -1.55 2.65 -2.85
H -2.11 4.02 -0.77
H -2.74 2.38 -0.80
H -0.08 3.08 0.49
H -1.61 3.25 1.38
H -0.26 1.20 1.61
H -2.07 0.07 2.28
H -2.88 1.60 1.88
H -3.65 -0.77 0.92
H -3.84 0.69 -0.06
H -1.82 0.17 -1.17
H -3.58 -2.14 -0.81
H -3.58 -0.98 -2.15
C -8.05 -0.59 6.24
C -6.77 -0.99 5.57
C -6.69 -2.09 4.73
C -5.51 -2.45 4.10
C -5.50 -3.65 3.19
C -4.35 -1.71 4.33
Te -2.59 -2.35 3.13
N -0.95 -1.84 1.58
C -0.57 -2.92 0.98
O 0.16 -2.81 -0.06
C -0.93 -4.31 1.41
C -2.13 -4.88 1.00
C -2.42 -6.20 1.32
C -1.50 -6.95 2.02
C -0.30 -6.39 2.43
C -0.01 -5.07 2.13
C -1.05 -1.97 4.57
C -0.25 -0.85 4.47
C 0.87 -0.69 5.27
C 1.20 -1.69 6.17
C 0.39 -2.81 6.29
C -0.74 -2.97 5.50
C -1.62 -4.17 5.65
C -4.42 -0.57 5.13
C -3.24 0.32 5.34
C -5.62 -0.23 5.75
H -8.85 -1.29 6.01
H -8.35 0.40 5.92
H -7.91 -0.57 7.32
H -7.58 -2.69 4.56
H -6.50 -4.08 3.13
H -4.81 -4.41 3.54
H -5.20 -3.36 2.18
H -2.83 -4.29 0.42
H -3.35 -6.64 1.00
H -1.70 -7.99 2.23
H 0.42 -6.99 2.97
H 0.92 -4.62 2.42
H -0.52 -0.05 3.78
H 1.48 0.19 5.18
H 2.09 -1.59 6.78
H 0.65 -3.58 7.00
H -1.29 -4.80 6.47
H -1.61 -4.76 4.73
H -2.65 -3.86 5.84
H -2.65 0.40 4.43
H -2.60 -0.07 6.13
H -3.56 1.32 5.63
H -5.66 0.65 6.38
N 1.73 -0.93 1.97
C 2.96 -1.16 2.45
C 3.80 -1.19 1.37
C 2.98 -0.98 0.26
N 1.71 -0.82 0.64
H 0.85 -0.92 2.48
H 3.14 -1.28 3.50
H 4.87 -1.33 1.37
H 3.28 -0.93 -0.77
F 5.44 2.27 -0.03
C 5.35 3.46 -0.67
C 4.47 4.39 -0.16
C 4.42 5.62 -0.80
F 3.62 6.58 -0.31
C 5.17 5.89 -1.93
F 5.08 7.08 -2.54
C 6.02 4.91 -2.44
F 6.74 5.16 -3.54
C 6.13 3.69 -1.79
F 6.96 2.75 -2.27
Ge 3.22 3.72 1.25
S 2.15 2.08 0.48
C 2.03 5.25 1.77
C 1.17 5.73 0.80
F 1.28 5.22 -0.45
C 0.20 6.68 1.06
F -0.63 7.11 0.09
C 0.05 7.16 2.36
F -0.90 8.06 2.65
C 0.90 6.68 3.36
F 0.75 7.12 4.62
C 1.86 5.74 3.05
F 2.65 5.27 4.04
C 4.40 3.38 2.83
C 4.04 2.43 3.76
F 2.85 1.81 3.62
C 4.83 2.10 4.85
F 4.45 1.16 5.72
C 6.05 2.76 5.02
F 6.84 2.46 6.06
C 6.43 3.74 4.11
F 7.59 4.39 4.28
C 5.60 4.04 3.04
F 5.97 5.00 2.18
*
```

Mulliken atomic charge list, values in e, 4 entries: number 1, Ti, carries 0.20; number 2, C, carries -0.12; number 3, C, carries -0.91; number 4, N, carries 0.40

---

Density functional theory data (the ωB97M-V functional and the def2-TZVPD basis) for C54H51F15GeN7OSTeTi as an isolated structure.

Values from the calculation:
- DFT total energy: -7637.35004 a.u.
- ΔE to the lowest compared entry with this formula, charge and spin: 212.3 kJ/mol
- Expectation value of S²: 3.775
- HOMO energy (spin up / spin down): -7.10 / -7.67 eV
- Gap between HOMO and LUMO (spin up / spin down): 0.266 / 0.249 Eh

The geometry in ORCA input format:
```
! wB97M-V def2-TZVPD RIJCOSX def2/J DEFGRID3
* xyz 0 4
Ti -1.00 -0.97 -0.99
C -4.63 -0.46 0.79
C -4.19 0.44 -0.34
N -2.99 -0.02 -1.05
C -2.98 -1.35 -1.67
C -0.94 -3.29 -1.81
N 0.36 -3.70 -1.97
C 1.30 -4.05 -0.91
C 2.19 -2.89 -0.46
C 1.68 -1.98 0.66
N 0.21 -1.80 0.75
C -0.45 -2.83 1.59
C -1.64 -2.21 2.27
N -2.51 -1.66 1.23
C -3.56 -0.81 1.81
H -5.06 -1.38 0.39
H -5.45 0.05 1.31
H -3.97 1.45 0.05
H -5.01 0.54 -1.05
H -2.76 0.66 -1.77
H -3.21 -1.33 -2.73
H -3.65 -2.04 -1.16
H -1.47 -3.20 -2.75
H -1.48 -3.85 -1.05
H 0.83 -3.23 -2.74
H 1.93 -4.85 -1.30
H 0.73 -4.50 -0.09
H 2.40 -2.29 -1.35
H 3.14 -3.31 -0.13
H 2.11 -0.98 0.55
H 2.03 -2.35 1.63
H 0.12 -0.93 1.30
H 0.26 -3.22 2.33
H -0.78 -3.66 0.97
H -1.31 -1.38 2.90
H -2.16 -2.94 2.90
H -2.96 -2.44 0.75
H -3.09 0.09 2.22
H -4.03 -1.32 2.66
C -4.87 7.27 -5.33
C -4.12 5.97 -5.17
C -4.02 5.06 -6.22
C -3.36 3.85 -6.09
C -3.32 2.91 -7.27
C -2.78 3.54 -4.85
Te -1.72 1.66 -4.66
N -1.00 0.28 -3.05
C 0.21 -0.14 -3.14
O 0.67 -0.89 -2.16
C 1.18 0.11 -4.26
C 1.78 1.35 -4.41
C 2.65 1.58 -5.46
C 2.93 0.58 -6.38
C 2.33 -0.67 -6.23
C 1.47 -0.91 -5.17
C -3.56 0.66 -4.45
C -4.61 1.29 -3.80
C -5.83 0.65 -3.64
C -5.99 -0.63 -4.15
C -4.94 -1.26 -4.81
C -3.70 -0.64 -4.96
C -2.57 -1.38 -5.62
C -2.86 4.43 -3.77
C -2.26 4.17 -2.41
C -3.54 5.63 -3.96
H -5.10 7.47 -6.38
H -4.28 8.11 -4.95
H -5.81 7.25 -4.78
H -4.48 5.31 -7.18
H -3.79 3.38 -8.14
H -3.86 1.99 -7.06
H -2.31 2.63 -7.55
H 1.56 2.14 -3.70
H 3.12 2.56 -5.57
H 3.60 0.76 -7.20
H 2.55 -1.46 -6.94
H 1.00 -1.88 -5.05
H -4.48 2.30 -3.42
H -6.64 1.15 -3.13
H -6.94 -1.14 -4.05
H -5.07 -2.26 -5.20
H -2.92 -2.30 -6.08
H -1.81 -1.65 -4.87
H -2.07 -0.78 -6.38
H -1.79 3.19 -2.31
H -3.04 4.25 -1.64
H -1.50 4.92 -2.17
H -3.61 6.33 -3.13
N -1.10 1.82 0.53
C -0.66 3.09 0.55
C 0.45 3.14 -0.26
C 0.63 1.83 -0.69
N -0.30 1.02 -0.20
H -1.75 1.40 1.17
H -1.17 3.84 1.13
H 1.06 4.00 -0.48
H 1.40 1.41 -1.33
F 0.65 0.17 8.16
C 1.85 0.07 7.56
C 1.96 0.19 6.19
C 3.24 0.07 5.67
F 3.48 0.14 4.36
C 4.35 -0.15 6.47
F 5.57 -0.27 5.94
C 4.19 -0.25 7.84
F 5.25 -0.45 8.62
C 2.93 -0.14 8.40
F 2.78 -0.24 9.72
Ge 0.33 0.42 5.12
S 0.49 0.74 3.04
C -0.61 -1.25 5.66
C -1.78 -1.36 6.38
F -2.43 -0.29 6.85
C -2.36 -2.59 6.68
F -3.50 -2.66 7.37
C -1.75 -3.75 6.25
F -2.30 -4.94 6.52
C -0.56 -3.68 5.56
F 0.04 -4.80 5.14
C -0.01 -2.44 5.29
F 1.16 -2.44 4.63
C -0.69 1.94 5.88
C -1.99 2.13 5.43
F -2.60 1.21 4.66
C -2.74 3.24 5.74
F -3.99 3.39 5.29
C -2.18 4.23 6.53
F -2.89 5.32 6.84
C -0.90 4.09 7.00
F -0.36 5.05 7.75
C -0.17 2.95 6.66
F 1.08 2.91 7.14
*
```

Mulliken atomic charge list, values in e, 4 entries: number 1, Ti, carries 0.59; number 2, C, carries -1.39; number 3, C, carries -0.51; number 4, N, carries 1.75